Entry 1:
Entry from OMol25: a 13-piece molecular cluster, C5H33NO14 overall (wB97M-V/def2-TZVPD).

Each line ends with the natural charge from an NBO analysis.
Atoms and positions in Å:
O: -0.43389 3.06465 -1.71076  -0.59
C: 0.68603 2.96893 -1.33778  0.82
O: 1.26259 3.85527 -0.55451  -0.71
C: 1.51121 1.70958 -1.40157  -0.56
C: 1.72321 0.93980 -0.03923  -0.41
C: 0.46995 0.09325 0.36883  -0.30
C: -0.88676 -1.68443 -0.50300  -0.02
N: 0.23723 -1.12155 -0.53054  -0.09
H: 0.92404 4.67106 -0.26630  0.52
H: 1.10545 1.15733 -2.31256  0.27
H: 2.50871 2.01069 -1.91808  0.27
H: 1.90330 1.61367 0.79619  0.25
H: 2.64590 0.34982 -0.01587  0.24
H: -0.43478 0.74118 0.54340  0.28
H: 0.82736 -0.27329 1.32973  0.30
H: -1.77451 -1.45180 0.04621  0.29
H: -1.05748 -2.66846 -1.06338  0.32
H: 1.64734 -3.68144 -2.12539  0.52
H: 1.50684 -2.41734 -1.12036  0.45
O: 1.61754 -3.36257 -1.17716  -0.94
H: -1.83177 -1.51921 4.35456  0.51
H: -1.34600 -2.13884 2.99890  0.50
O: -1.46282 -1.28818 3.43071  -0.99
H: -3.55988 -1.28635 -1.19119  0.48
H: -3.83219 -1.88558 -2.50447  0.49
O: -3.45535 -2.13304 -1.64059  -0.97
H: -0.78901 1.63073 -2.63443  0.49
H: -1.74994 0.54958 -2.55204  0.49
O: -0.95797 0.75833 -2.94401  -0.99
H: -2.19110 2.26636 1.29381  0.50
H: -2.30020 0.89625 1.56792  0.45
O: -2.83123 1.55382 1.31752  -0.92
H: 0.46250 -3.85220 2.53502  0.51
H: -0.23932 -2.93777 1.42980  0.46
O: -0.37549 -3.39126 2.28144  -0.95
H: -0.09956 2.32460 2.70343  0.52
H: 0.35103 3.28788 1.48639  0.48
O: -0.36088 2.87336 1.96821  -1.00
H: 1.05003 0.59627 3.57967  0.47
H: -0.32623 -0.08384 3.72445  0.52
O: 0.09683 0.85855 3.74900  -1.00
H: 0.74768 -1.44655 -3.05509  0.42
H: 0.28864 -0.21086 -3.67654  0.50
O: 0.86543 -1.00401 -3.84312  -0.92
H: 3.16605 -2.96254 0.10151  0.50
H: 3.36883 -1.63735 -0.78177  0.48
O: 3.66115 -2.14628 0.03510  -0.96
H: 3.06464 -0.35340 2.22854  0.47
H: 2.92853 -1.66780 1.71167  0.49
O: 2.53737 -1.14010 2.33782  -0.95
H: -2.72924 1.00768 -0.50726  0.50
H: -3.80786 1.13990 -1.45810  0.51
O: -3.05204 0.49139 -1.25693  -1.01

Atomic forces in eV per Å
-1.7 0.5 -1.2
0.3 -0.7 2.2
3.0 -1.3 0.5
2.2 -0.1 -2.7
-1.2 0.4 -1.3
2.8 1.1 0.0
1.9 -2.8 -2.5
-4.0 1.8 2.7
-1.7 1.7 -0.2
0.3 -0.1 2.0
-1.2 -0.3 1.5
-0.3 0.4 -0.1
-0.4 -0.3 -0.5
0.5 -0.8 -1.1
-0.4 -0.9 0.0
-0.4 0.9 0.7
0.3 1.2 0.3
0.0 0.9 1.5
0.2 0.3 -0.6
-0.3 -1.7 -1.2
0.7 0.6 -2.2
0.4 -0.6 0.2
-1.4 0.1 2.5
-0.1 0.2 0.2
0.2 -0.6 0.2
-0.2 0.1 -0.6
0.2 1.6 0.3
-3.3 -1.0 1.3
2.7 -0.7 -2.1
0.2 1.1 0.3
2.9 -4.6 2.3
-2.9 3.6 -2.2
-1.0 0.7 -0.5
0.5 -0.7 0.6
0.7 -0.4 -0.5
0.6 -0.6 0.8
0.5 -0.1 0.4
-1.3 0.5 -1.3
-1.4 0.6 0.6
0.3 1.9 0.0
1.4 -2.4 -0.6
-0.4 -1.9 2.5
0.2 -0.7 -0.5
0.1 2.3 -2.0
-0.2 -0.4 -0.8
0.7 -1.5 1.5
0.1 1.8 -0.8
0.4 0.6 0.4
1.6 -2.4 -2.6
-1.9 2.1 2.5
0.3 0.0 0.9
1.1 -1.6 -0.1
-2.0 2.0 -0.5

Summary:
2S+1 = 2
orbital gap (alpha / beta) = 9.49 / 4.77 eV
HOMO level (alpha / beta) = -14.24 / -14.10 eV
charge = +1
DFT total energy = -1318.0078 Eh
⟨S²⟩ = 0.760

=====

Entry 2:
Entry from OMol25: a 11-piece molecular cluster, C5H34N2O11 overall (wB97M-V/def2-TZVPD).

Each line ends with the natural charge from an NBO analysis.
Atoms and positions in Å:
C: -3.39186 1.48742 -0.21903  -0.44
N: -3.47133 0.14038 -0.76098  -0.66
C: -2.68263 -0.76007 0.28869  -0.24
C: -2.05480 -1.86296 -0.52536  -0.24
N: -0.62325 -1.96292 -0.37752  -0.73
C: -0.30367 -3.19081 0.27767  -0.23
C: 1.13544 -3.62043 0.04313  -0.09
O: 1.88764 -3.01375 1.08528  -0.72
H: -3.85686 2.08698 -1.14449  0.18
H: -3.79787 1.81621 0.76705  0.19
H: -2.38270 1.80915 -0.01708  0.21
H: -4.35833 -0.21381 -0.91307  0.36
H: -3.48116 -1.00172 1.09001  0.21
H: -1.93652 0.06024 0.60658  0.20
H: -2.19952 -1.71594 -1.64195  0.20
H: -2.59942 -2.80718 -0.16104  0.20
H: -0.11355 -1.16956 0.05533  0.42
H: -1.04609 -4.02575 0.13433  0.20
H: -0.36748 -2.98489 1.46777  0.18
H: 1.32115 -4.62704 0.10635  0.18
H: 1.33953 -3.52065 -0.94353  0.16
H: 1.96924 -1.94498 0.89798  0.47
O: 0.65110 0.18410 1.17545  -1.03
H: 1.15847 1.04734 0.89960  0.50
H: -0.22912 0.57950 1.15491  0.50
O: 3.59336 0.92365 -2.00344  -0.93
H: 3.17199 0.10780 -1.88445  0.49
H: 2.77809 1.57611 -2.28833  0.44
O: -1.62994 1.84822 2.30643  -0.93
H: -1.08510 2.19075 1.73110  0.46
H: -1.11467 2.04572 3.09623  0.47
O: 1.72111 1.62006 4.29916  -0.94
H: 2.52786 1.30639 3.72340  0.49
H: 1.26977 2.18526 3.62295  0.45
O: 1.66719 -1.42737 -2.23663  -0.99
H: 2.13096 -2.16143 -2.46732  0.47
H: 0.83576 -1.57172 -1.78141  0.50
O: 3.04465 -0.29462 2.26945  -1.04
H: 3.59170 -0.93986 1.71101  0.50
H: 1.99784 -0.39578 2.33189  0.54
O: 2.66957 1.63551 0.44026  -0.94
H: 2.84004 1.81636 -0.37787  0.48
H: 2.99218 1.03668 0.93891  0.49
O: -0.95603 0.74046 -2.87154  -0.99
H: -0.91556 -0.21472 -2.56116  0.49
H: -2.00610 0.91227 -2.79395  0.50
O: 0.15470 3.16641 -2.43130  -0.95
H: -0.51328 2.63136 -2.86126  0.51
H: 0.90554 2.66516 -2.21139  0.45
O: -0.27535 2.44252 0.01114  -1.00
H: 0.63323 2.31294 -0.35855  0.47
H: -0.59592 3.05301 -0.69941  0.52

Atomic forces in eV per Å
-2.1 2.2 -2.5
4.1 -0.2 2.8
-2.0 3.3 -1.5
-1.1 -0.6 -0.2
0.6 -0.4 -0.6
0.1 -1.2 3.6
-2.0 1.2 3.3
1.7 4.3 -1.5
0.9 -0.3 2.4
-0.9 -0.9 -0.6
0.5 -0.3 -1.0
-2.2 -0.5 -0.1
1.9 0.0 -0.9
-1.1 -2.0 0.2
-0.8 -0.1 1.4
1.1 1.0 -1.0
-1.0 -0.6 -0.1
0.7 1.0 -0.5
0.1 -0.8 -2.3
0.0 -2.8 1.1
1.4 1.7 -3.1
-0.5 -4.1 0.5
0.6 2.1 -0.5
-0.3 -2.4 0.5
-0.4 -0.5 0.5
-1.9 4.9 -1.4
-1.4 -2.3 0.1
3.2 -2.8 0.6
-3.8 -2.6 5.3
4.2 3.1 -5.8
-0.5 -0.4 0.7
1.7 -0.1 -2.8
-2.0 0.6 1.8
0.4 -0.6 1.0
-0.9 4.5 0.5
1.5 -3.5 -0.8
-0.4 -0.9 0.3
-0.8 -0.6 -0.4
-2.0 0.9 1.4
3.0 -0.4 -0.8
-6.9 7.0 2.6
2.9 0.5 -7.0
4.5 -7.0 4.7
-3.8 -1.3 0.6
0.1 1.7 -0.5
3.4 -0.8 0.0
-1.2 2.6 -0.5
0.5 -0.8 -0.1
1.0 -1.3 -0.2
1.0 0.8 -1.1
-1.1 0.0 1.0
0.0 -0.5 0.7

Summary:
orbital gap = 9.07 eV
HOMO level = -9.11 eV
structure (SMILES) = CNCCNCCO.O.O.O.O.O.O.O.O.O.O
DFT total energy = -1147.8072 Eh

=====

Entry 3:
Entry from OMol25: a 12-piece molecular cluster, C5H34NO13 overall (wB97M-V/def2-TZVPD).

Each line ends with the natural charge from an NBO analysis.
Atoms and positions in Å:
C: -2.53393 0.90734 -1.16781  -0.06
O: -3.10782 -0.09782 -1.97766  -0.80
C: -1.12686 1.37492 -1.60923  -0.09
C: -0.28566 1.86587 -0.40991  -0.41
C: 1.16685 1.29939 -0.29954  -0.42
C: 1.27269 0.62859 1.05791  -0.06
O: 2.41001 -0.20873 1.25292  -0.77
N: -1.20449 2.38331 -2.66291  -0.86
H: -2.48334 0.51777 -0.13625  0.14
H: -3.25968 1.73905 -1.12347  0.15
H: -2.43795 -0.81478 -2.24167  0.52
H: -0.57271 0.47000 -1.95210  0.21
H: -0.14898 2.93920 -0.48019  0.20
H: -0.82031 1.65892 0.51312  0.20
H: 1.95140 2.02156 -0.44368  0.20
H: 1.17155 0.56700 -1.13347  0.21
H: 1.52536 1.46284 1.76133  0.18
H: 0.36261 0.06554 1.25914  0.17
H: -1.81402 3.11588 -2.33427  0.34
H: -1.50523 1.93506 -3.51907  0.39
H: 1.76657 -0.87236 -3.10943  0.47
H: 3.18270 -1.95504 -1.45023  0.49
O: 1.47714 -1.66743 -2.64649  -1.04
H: -1.93067 -4.46943 1.59395  0.47
H: -0.97759 -3.55873 0.67989  0.52
O: -1.48747 -3.61980 1.52885  -1.00
H: 2.53728 0.89197 3.97298  0.49
H: 1.69409 -0.23717 4.47614  0.47
O: 1.91252 0.68030 4.69482  -0.97
H: -0.71412 -2.51046 -1.33825  0.53
H: 0.74107 -2.54184 -0.58594  0.49
O: -0.09002 -2.99672 -0.73008  -1.02
H: -1.34961 -0.56856 -4.22841  0.51
H: -2.66272 0.18820 -4.16939  0.48
O: -1.89164 0.08241 -4.74244  -1.01
H: 3.78838 0.37528 2.26348  0.51
H: 4.22570 1.86115 2.63045  0.47
O: 4.15424 0.96205 2.95102  -0.98
H: -2.26799 4.12628 1.49110  0.46
H: -3.11506 3.02039 1.03707  0.47
O: -3.19964 3.87124 1.49699  -0.93
H: 2.66215 -0.64109 0.42707  0.49
H: 4.22899 -2.88540 -1.19145  0.47
O: 4.06303 -1.94402 -1.02750  -0.96
H: -0.80663 0.22057 3.36942  0.49
H: -0.06870 1.28788 4.25610  0.49
O: -0.89954 1.06537 3.82026  -0.99
H: -1.02386 -2.62612 2.89564  0.51
H: 0.15599 -1.75434 2.72354  0.46
O: -0.55296 -1.89259 3.36885  -0.98
H: 0.47567 -1.67159 -2.76335  0.52
H: -1.41605 -2.43535 -3.24810  0.45
O: -1.17076 -1.61593 -2.79973  -1.24

Atomic forces in eV per Å
0.1 -0.9 0.6
-0.1 0.1 -0.5
0.2 -0.5 0.4
0.5 0.9 -0.1
-1.7 -1.4 -0.7
1.3 1.2 0.2
0.3 -0.7 -0.5
1.1 -0.5 0.3
0.2 0.0 0.0
0.3 0.0 -0.2
0.0 0.7 0.4
-0.7 0.6 -0.3
-0.4 0.4 0.0
0.0 0.0 0.2
0.2 0.4 -0.1
0.7 0.1 0.5
-1.2 -0.7 0.0
-0.1 0.2 0.3
-0.3 0.1 -0.4
-0.3 0.3 -0.1
0.0 -0.1 0.0
-0.2 0.8 -0.2
0.3 0.3 0.0
0.2 0.0 -0.2
-0.2 0.0 0.2
0.0 -0.2 -0.1
0.2 0.1 0.4
-0.2 0.1 0.3
0.0 -0.3 -0.5
1.0 0.4 -0.1
-0.2 0.4 -0.5
-0.8 -0.9 0.7
-0.5 0.3 0.0
0.0 -0.1 0.1
0.3 0.0 -0.2
-0.1 0.5 -0.3
-0.1 -0.1 -0.4
0.2 -0.2 0.7
-0.1 0.3 0.3
-0.5 0.1 0.2
0.6 -0.4 -0.5
0.0 -0.1 0.0
0.7 0.2 0.4
-0.8 -0.9 -0.4
0.2 -0.3 0.4
0.2 -0.5 -0.2
-0.5 0.7 -0.1
0.1 0.5 0.3
0.1 0.1 0.3
0.2 -0.4 -0.7
-0.1 0.0 0.1
0.0 0.1 0.0
0.3 -0.8 0.1

Summary:
orbital gap = 8.68 eV
HOMO level = -6.15 eV
charge = -1
DFT total energy = -1243.8640 Eh

=====

Entry 4:
Entry from OMol25: a 14-piece molecular cluster, C5H34O14 overall (wB97M-V/def2-TZVPD).

Each line ends with the natural charge from an NBO analysis.
Atoms and positions in Å:
C: -0.25767 -2.43484 0.82238  -0.25
C: -0.45214 -3.56045 0.14542  -0.34
C: -3.64700 -0.42851 0.68106  -0.11
O: -3.26893 0.89502 0.27179  -0.76
C: -2.62711 -1.52158 0.46209  -0.20
C: -1.45221 -1.58953 1.09723  -0.21
H: 0.63031 -1.87607 1.07682  0.21
H: -1.51356 -3.79455 0.06172  0.19
H: 0.32133 -4.23276 -0.18019  0.22
H: -3.68096 -0.33377 1.77920  0.18
H: -4.59882 -0.71278 0.23119  0.19
H: -2.46495 1.06163 0.80705  0.50
H: -2.82255 -2.23262 -0.34606  0.19
H: -1.41406 -0.95991 2.00892  0.19
H: 2.95814 0.75848 -2.48951  0.47
H: 2.34202 1.27221 -1.25063  0.49
O: 3.14053 0.77252 -1.53660  -0.99
H: 0.92402 1.18561 2.52778  0.48
H: 0.48162 1.07485 3.94096  0.51
O: 0.57844 1.75361 3.22168  -0.96
H: 1.30113 1.83560 -2.99207  0.51
H: 1.18923 1.20668 -4.36747  0.47
O: 1.12280 0.98134 -3.46947  -1.01
H: 0.54789 -2.11903 -2.25027  0.49
H: 1.98555 -2.73310 -2.37889  0.47
O: 1.04538 -2.97996 -2.32320  -0.98
H: -1.35923 3.20557 0.50288  0.50
H: -1.20382 2.89923 -0.95313  0.51
O: -0.75182 3.38113 -0.24215  -0.98
H: 2.05687 2.56884 0.55869  0.48
H: 0.54942 2.52309 0.13765  0.50
O: 1.43339 2.10052 0.01049  -1.01
H: 2.87474 -2.44973 2.34686  0.49
H: 1.90293 -3.44109 2.72346  0.49
O: 2.43824 -2.73298 3.16870  -0.96
H: -0.06544 3.35382 -2.51048  0.49
H: 1.09412 3.38557 -1.54036  0.51
O: 0.91611 3.32486 -2.52103  -0.95
H: -2.64835 1.44087 -1.33346  0.52
H: -2.55500 1.80908 -2.90680  0.49
O: -2.28646 2.03022 -2.05902  -1.02
H: -1.01235 1.70070 2.77840  0.50
H: -2.25559 2.59984 2.82763  0.48
O: -1.92644 1.78197 2.41044  -1.01
H: 1.85559 -1.09357 3.87246  0.51
H: 0.72859 -1.38987 4.88796  0.48
O: 1.14764 -0.70046 4.38039  -0.99
H: -0.90666 -1.75535 -3.25220  0.47
H: -0.00083 -0.42218 -3.32287  0.50
O: -0.69309 -0.84323 -2.77562  -0.97
H: 2.73101 -1.30030 -1.18152  0.49
H: 4.22243 -1.47511 -0.93098  0.48
O: 3.34556 -1.78954 -0.62734  -0.97

Atomic forces in eV per Å
-1.6 1.0 -0.5
0.1 0.0 1.0
0.5 -0.3 1.6
0.6 -0.6 -0.8
0.6 -0.2 -1.3
-0.7 0.5 1.4
0.6 -0.6 -0.1
0.4 -0.5 -0.4
0.0 0.0 -0.2
-0.8 -0.2 -0.2
0.0 0.4 0.2
-0.6 0.3 0.0
0.1 0.4 -0.1
0.4 0.0 -0.6
0.4 -0.3 0.1
0.7 -0.4 0.6
-0.7 0.5 -0.8
0.3 0.1 -0.5
0.5 0.6 -0.4
-0.3 -0.9 0.9
-0.7 -0.2 -0.3
0.2 0.5 -2.0
0.5 -0.6 1.4
0.7 -0.9 0.1
-0.5 -0.3 0.1
0.1 1.0 -0.2
0.4 0.3 -0.1
-0.3 -0.1 -0.6
-0.9 0.0 1.0
0.3 0.2 0.3
0.2 0.0 -0.1
-0.2 -0.3 0.2
0.4 0.4 0.3
0.2 0.7 1.1
-0.3 -1.2 -1.9
0.8 -0.1 -0.4
0.1 -0.1 -1.3
-0.7 0.8 1.6
-0.1 0.2 -1.1
-0.9 -1.1 -2.1
0.9 0.8 3.3
-0.1 0.2 -0.2
0.0 -0.6 -0.3
0.0 0.8 0.4
0.1 -0.7 -0.1
0.1 -0.4 0.0
-0.6 1.3 0.3
0.5 3.0 1.3
-0.3 0.2 0.3
-0.8 -3.2 -1.6
0.1 0.6 0.2
-0.9 -0.1 0.4
0.9 -0.6 -0.1

Summary:
orbital gap = 9.05 eV
HOMO level = -8.75 eV
DFT total energy = -1264.2033 Eh

=====

Entry 5:
Entry from OMol25: a 11-piece molecular cluster, C5H35N2O10 overall (wB97M-V/def2-TZVPD).

Each line ends with the natural charge from an NBO analysis.
Atoms and positions in Å:
N: -0.31896 1.42674 -1.03247  -0.74
C: -1.58247 2.19267 -0.91676  -0.06
C: -1.31321 3.55889 -0.29878  -0.64
C: -2.61913 1.25753 -0.24957  -0.27
N: -2.78113 0.00494 -0.97175  -0.47
C: -3.51353 -0.91857 -0.12492  -0.44
C: -3.51886 0.10292 -2.27528  -0.44
H: -0.34386 0.40013 -0.77070  0.47
H: 0.24234 1.68391 -1.84711  0.45
H: 0.35718 1.71625 -0.27816  0.49
H: -2.06819 2.31572 -1.89248  0.22
H: -0.99141 4.30960 -1.02601  0.23
H: -2.26399 3.97640 -0.00565  0.23
H: -0.62247 3.62532 0.51428  0.24
H: -2.37320 0.94228 0.76566  0.23
H: -3.49511 1.81137 0.11926  0.21
H: -4.58654 -0.76235 -0.04756  0.20
H: -3.54402 -1.97401 -0.52030  0.19
H: -2.88794 -1.12161 0.79302  0.20
H: -3.89036 -0.91386 -2.65462  0.23
H: -2.65383 0.33728 -2.96863  0.20
H: -4.18769 0.93808 -2.14154  0.20
H: -1.38289 -2.50239 0.06791  0.48
H: -0.62102 -3.39397 -1.03744  0.50
O: -0.59293 -2.99684 -0.16560  -0.97
H: 1.93927 -4.71664 1.92753  0.48
H: 1.58419 -3.50784 1.12408  0.48
O: 2.28314 -3.83995 1.70959  -0.96
H: 0.94467 1.19791 1.88759  0.48
H: 2.33828 1.31140 1.12795  0.51
O: 1.34312 1.45572 1.05434  -1.00
H: 4.81717 -1.50310 2.14633  0.49
H: 3.87026 -1.88093 1.02040  0.50
O: 4.50847 -1.18996 1.28205  -0.96
H: -1.73975 0.13805 4.34416  0.47
H: -0.94715 0.60437 3.18288  0.46
O: -1.85804 0.57866 3.49303  -0.93
H: 1.42016 -2.33748 -2.02723  0.49
H: 0.21462 -2.07154 -2.92597  0.47
O: 0.79919 -1.63635 -2.29135  -0.98
H: 4.18325 2.00466 2.06841  0.49
H: 4.38333 0.60029 1.31145  0.53
O: 3.92520 1.46904 1.30502  -0.98
H: 0.36596 -1.08835 2.29981  0.49
H: -0.26762 -1.34508 0.79435  0.50
O: 0.10530 -0.74092 1.44615  -1.00
H: 3.16783 -2.21742 -1.74565  0.49
H: 3.45952 -3.75040 -1.26917  0.50
O: 3.00866 -3.15595 -1.87533  -0.97
H: 2.73615 2.87484 -0.12030  0.49
H: 2.73120 3.71513 -1.37308  0.48
O: 2.23683 3.01541 -0.93181  -0.97

Atomic forces in eV per Å
1.5 -0.4 1.0
-1.1 -0.7 0.2
-0.9 0.6 -0.9
0.5 0.2 1.6
-1.3 -0.9 -0.1
1.4 -2.7 0.4
3.0 -0.6 -0.4
-0.5 1.1 -1.4
-0.3 -0.7 -0.2
-0.3 0.1 0.2
0.8 0.2 -0.2
0.3 -0.4 -0.3
-0.4 0.0 0.5
0.4 -0.5 0.6
1.2 -0.1 0.1
-0.7 0.2 -1.3
-0.1 0.8 0.9
0.4 0.9 -0.5
-1.4 0.9 -0.2
0.1 1.7 1.0
-1.5 0.2 0.1
-0.9 -0.1 -0.8
-0.6 -0.5 -0.8
-0.5 0.4 -0.1
0.7 -0.2 1.1
0.3 0.0 0.2
0.1 0.1 0.1
-0.5 0.0 -0.4
0.1 -0.1 -0.2
-1.0 0.2 0.2
0.9 0.6 0.2
0.0 0.1 -0.3
0.3 0.4 0.2
-0.2 -0.7 0.3
-0.4 0.1 0.1
-0.1 0.1 -0.4
0.4 -0.2 0.3
-0.2 0.0 -0.1
0.2 0.3 0.0
-0.3 0.0 -0.1
0.1 -0.4 -0.2
-0.2 0.3 0.1
0.3 0.2 0.0
-0.3 -1.1 -0.4
0.6 -0.7 0.7
-0.2 1.1 -0.2
0.9 -0.2 0.4
0.2 0.6 0.2
-0.7 -0.3 -0.6
0.0 -0.2 0.1
-0.1 0.0 -0.2
0.1 0.3 -0.2

Summary:
orbital gap = 9.47 eV
HOMO level = -11.94 eV
charge = +1
DFT total energy = -1073.1384 Eh

=====

Q: The highest DFT total energy belongs to which entry?
A: C5H35N2O10

=====

Q: The lowest DFT total energy belongs to which entry?
A: C5H33NO14

=====

Q: The lowest DFT total energy belongs to which entry?
A: C5H33NO14

=====

Q: The highest DFT total energy belongs to which entry?
A: C5H35N2O10